Record 1
The following is a DFT calculation (ωB97M-V with the def2-TZVPD basis set) of an isolated ion of composition C3H5NO3P and charge -1 in a non-equilibrium geometry.

```
13
Properties=species:S:1:pos:R:3:nbo_charge:R:1
C 1.42242 -0.66386 -0.72851 -0.405
N 0.26054 -0.86896 0.09889 -0.787
C -0.05071 0.62266 0.89749 -0.374
C -0.94383 1.31936 -0.12311 0.768
O -1.00621 2.52731 -0.16157 -0.671
O -1.55106 0.51734 -0.88828 -0.743
P -1.40492 -1.31133 -0.35775 1.423
O -2.19483 -1.46582 0.87546 -1.158
H 1.22568 0.04667 -1.44887 0.161
H 2.20949 -0.41293 -0.13215 0.173
H 1.60931 -1.56243 -1.11837 0.184
H -0.39971 0.23491 1.89444 0.242
H 0.82381 1.01708 1.19233 0.188
```

Values from the calculation:
* largest force on an atom: 6.4 eV/Å
* orbital gap: 8.0 eV
* HOMO level: -3.98 eV
* relative energy (zero: lowest compared OMol25 entry of this formula, charge and spin): 21.2 kcal/mol
* total charge: -1


Record 2
The following is a DFT calculation (ωB97M-V with the def2-TZVPD basis set) of one molecule with the formula C5H11OPS in a non-equilibrium geometry.

```
19
Properties=species:S:1:pos:R:3:nbo_charge:R:1
C 2.24681 1.01864 -0.03810 -0.052
C 3.03115 -0.37663 0.13107 -0.606
C -1.28764 -1.25282 0.21907 -0.613
C -2.89124 0.45052 -0.56915 -0.620
C -1.62546 0.20998 0.27576 -0.609
O 0.87737 0.69841 0.14817 -0.819
P -0.46516 1.44032 -0.34390 0.844
S 4.79493 -0.30802 -0.22771 0.123
H 2.54721 1.56360 0.91001 0.181
H 2.44327 1.59961 -0.92817 0.193
H 2.94033 -0.60141 1.15336 0.238
H 2.54243 -1.22532 -0.32265 0.234
H -1.38838 -1.64266 -0.83952 0.202
H -0.33826 -1.57658 0.56646 0.221
H -1.90227 -1.88452 0.79847 0.214
H -3.62883 -0.24193 -0.21055 0.213
H -2.54634 0.08895 -1.65998 0.210
H -3.36189 1.51923 -0.40080 0.225
H -1.98804 0.52064 1.33815 0.224
```

Values from the calculation:
* largest force on an atom: 2.9 eV/Å
* orbital gap (alpha / beta): 9.4 / 5.1 eV
* HOMO level (alpha / beta): -9.48 / -7.12 eV
* relative energy (zero: lowest compared OMol25 entry of this formula, charge and spin): 97.6 kcal/mol


Record 3
The following is a DFT calculation (ωB97M-V with the def2-TZVPD basis set) of a 5-piece molecular cluster, C10H30O10 overall in a non-equilibrium geometry.

```
50
Properties=species:S:1:pos:R:3:nbo_charge:R:1
C -0.57791 0.32991 0.09786 -0.097
C -0.94077 1.80572 0.45423 -0.103
O -0.43450 2.08528 1.77634 -0.762
O -0.92063 -0.10885 -1.20274 -0.711
H -1.07031 -0.34265 0.80023 0.179
H 0.45980 0.03773 0.25870 0.143
H -2.01331 1.99977 0.44388 0.199
H -0.69334 2.44706 -0.39168 0.176
H -1.19123 2.02223 2.36369 0.528
H -0.49251 -0.96769 -1.22970 0.479
C -0.32496 -3.05112 -4.29798 -0.100
C 0.14295 -4.51171 -4.47458 -0.097
O -0.15353 -5.27660 -3.35373 -0.699
O 0.61700 -2.14071 -3.70293 -0.755
H -1.28799 -3.10492 -3.79027 0.195
H -0.52794 -2.79560 -5.33798 0.168
H 1.13524 -4.60088 -4.91676 0.167
H -0.60895 -4.96261 -5.12222 0.190
H 0.47882 -5.02468 -2.67677 0.458
H 1.24354 -1.78620 -4.33803 0.474
C -4.21144 1.17175 2.67840 -0.099
C -5.00809 -0.01011 2.16335 -0.101
O -5.60964 -0.83071 3.12436 -0.745
O -2.82534 0.85367 3.08089 -0.756
H -4.81555 1.55412 3.50118 0.197
H -4.07664 1.85594 1.84066 0.184
H -4.46418 -0.54647 1.38581 0.164
H -5.92938 0.36121 1.71452 0.187
H -6.28582 -1.44553 2.83045 0.493
H -3.01685 -0.00930 3.45532 0.483
C 3.43224 -0.00348 3.34551 -0.102
C 2.11652 0.60851 3.07912 -0.083
O 2.19922 1.36766 1.87751 -0.796
O 3.52977 -0.49446 4.69018 -0.696
H 4.24475 0.71039 3.48088 0.192
H 3.58064 -0.86073 2.68884 0.190
H 1.68865 1.14389 3.92669 0.183
H 1.41272 -0.20369 2.89722 0.175
H 1.36011 1.82189 1.77173 0.507
H 3.25657 0.25870 5.21906 0.457
C 2.35536 2.06883 -2.93076 -0.102
C 2.57444 1.57128 -1.50547 -0.149
O 2.57934 2.62672 -0.54331 -0.280
O 3.44545 2.89270 -3.35252 -0.625
H 1.45648 2.65911 -3.10878 0.257
H 2.41551 1.26511 -3.66460 0.236
H 3.60438 1.21463 -1.51625 0.326
H 1.96588 0.75827 -1.10953 0.253
H 2.40696 2.13761 0.26457 0.533
H 3.77847 3.44899 -2.64453 0.482
```

Values from the calculation:
* largest force on an atom: 2.8 eV/Å
* orbital gap (alpha / beta): 9.5 / 2.5 eV
* HOMO level (alpha / beta): -12.09 / -12.09 eV
* multiplicity: 2
* relative energy (zero: lowest compared OMol25 entry of this formula, charge and spin): 40.6 kcal/mol
* total charge: +1


Record 4
The following is a DFT calculation (ωB97M-V with the def2-TZVPD basis set) of a 2-piece molecular cluster, C12H26BF4O2S overall.

```
46
Properties=species:S:1:pos:R:3:nbo_charge:R:1
C 0.39351 3.00497 3.93741 -0.608
C -0.02741 3.84557 2.72050 -0.397
C -0.73586 3.04881 1.60352 -0.402
C -0.07150 3.08511 0.21088 -0.376
C 0.44251 1.71208 -0.24495 -0.622
B 1.67268 1.15339 0.70888 0.015
C 1.31289 -0.27467 1.43626 -0.634
C 0.83238 -1.41912 0.51670 -0.435
C -0.46093 -2.07235 0.98642 -0.048
O -1.11664 -2.84489 -0.02449 -0.762
C 3.09596 1.07588 -0.08415 0.478
F 3.46715 2.28964 -0.64008 -0.376
F 4.14279 0.75544 0.78970 -0.389
C 3.27547 0.03322 -1.18581 0.516
F 4.51047 0.12069 -1.78767 -0.361
F 2.35563 0.19509 -2.18633 -0.352
H 1.43166 2.68388 3.84655 0.223
H 0.29132 3.56748 4.86982 0.183
H -0.21316 2.09918 4.01474 0.197
H 0.86289 4.31788 2.29780 0.204
H -0.67700 4.65604 3.06800 0.177
H -1.75779 3.43259 1.50808 0.185
H -0.82409 2.00536 1.92153 0.200
H -0.78773 3.48763 -0.51852 0.169
H 0.77643 3.77892 0.22673 0.190
H -0.41072 1.01612 -0.21684 0.177
H 0.74385 1.80181 -1.29428 0.207
H 1.89267 1.98230 1.59120 -0.052
H 2.14827 -0.62054 2.05805 0.199
H 0.50432 -0.04873 2.14766 0.189
H 1.60018 -2.19888 0.44887 0.183
H 0.66935 -1.05246 -0.50572 0.197
H -0.24912 -2.78605 1.78736 0.158
H -1.14090 -1.30256 1.37200 0.151
H -1.28750 -2.25098 -0.77481 0.484
H 3.17744 -0.97535 -0.77922 0.130
C -2.85856 -3.47686 -4.71038 -0.833
S -3.52998 -2.87528 -3.15342 1.254
O -2.57232 -1.86346 -2.64718 -0.987
C -3.21820 -4.37445 -2.21323 -0.835
H -2.90237 -2.65447 -5.42139 0.238
H -1.82318 -3.77994 -4.55682 0.234
H -3.46216 -4.31094 -5.06918 0.219
H -2.15248 -4.59917 -2.24621 0.242
H -3.81079 -5.19275 -2.62390 0.215
H -3.50945 -4.17516 -1.18407 0.254
```

Values from the calculation:
* largest force on an atom: 0.3 eV/Å
* orbital gap: 7.6 eV
* HOMO level: -5.39 eV
* relative energy (zero: lowest compared OMol25 entry of this formula, charge and spin): 0.0 kcal/mol
* total charge: -1


Record 5
The following is a DFT calculation (ωB97M-V with the def2-TZVPD basis set) of C38H30AlN4O2Si as an isolated structure.

```
76
Properties=species:S:1:pos:R:3:lowdin_charge:R:1
Al 0.62029 0.69358 -0.52230 0.151
N -1.38644 -8.14059 -5.38273 0.142
C -1.10454 -7.14690 -4.87762 -0.186
C -0.74736 -5.89705 -4.24318 -0.235
C -1.61146 -5.31707 -3.31852 -0.016
C -1.26756 -4.11967 -2.71358 0.004
C -0.06189 -3.49930 -3.02210 -0.183
C 0.80018 -4.08584 -3.94397 -0.006
C 0.46125 -5.28030 -4.55621 -0.021
C 0.30361 -2.21565 -2.35759 -0.051
C -0.32874 -1.05611 -2.82161 -0.226
C -1.13880 -0.94933 -3.97427 -0.019
C -1.42337 0.39152 -4.14230 -0.064
C -0.78723 1.06142 -3.08218 -0.110
N -0.12687 0.21683 -2.28674 0.060
C 1.24740 -2.26612 -1.35048 -0.244
C 2.00654 -3.39231 -0.90891 -0.015
C 2.85721 -2.92754 0.05933 -0.057
C 2.58038 -1.53681 0.19453 -0.117
N 1.63074 -1.14035 -0.63044 0.046
H -2.54512 -5.80750 -3.07752 0.119
H -1.92921 -3.66073 -1.98844 0.119
H 1.73817 -3.59703 -4.17576 0.131
H 1.12669 -5.73932 -5.27518 0.118
H -1.44690 -1.77000 -4.60351 0.109
H -2.01044 0.84786 -4.92339 0.091
H -0.78947 2.11893 -2.86829 0.113
H 1.91568 -4.40120 -1.28123 0.107
H 3.58785 -3.48807 0.62170 0.093
H 3.03337 -0.84071 0.88892 0.122
C 0.28597 -1.21042 2.74187 -0.216
Si -0.72642 -0.46936 1.31083 0.605
C -1.73261 -1.94511 0.65523 -0.234
C -1.98547 0.64850 2.19768 -0.299
C -3.36963 0.51398 2.05758 -0.112
C -4.25338 1.43095 2.61958 -0.104
C -3.76870 2.51306 3.34123 -0.109
C -2.39578 2.66656 3.50255 -0.093
C -1.52554 1.74650 2.93665 -0.106
H -0.37724 -1.68444 3.47293 0.026
H 0.86733 -0.44169 3.26127 0.009
H 0.99153 -1.96584 2.38027 0.008
H -2.39393 -2.36631 1.42061 0.025
H -1.04028 -2.73257 0.33599 0.012
H -2.34086 -1.66763 -0.21387 0.019
H -3.77072 -0.31742 1.48499 0.088
H -5.32213 1.30469 2.48714 0.093
H -4.45202 3.23870 3.76532 0.094
H -2.00688 3.51595 4.05214 0.099
H -0.45479 1.90455 3.04692 0.082
O 4.37091 1.97088 -0.80105 0.074
C 3.41987 1.77064 -0.07108 -0.547
O 2.23308 1.45106 -0.46915 -0.011
C 3.56090 1.93442 1.43007 -0.128
C 4.83402 1.95433 1.98775 -0.026
C 4.99509 2.08596 3.35939 -0.088
C 3.88172 2.21861 4.18124 -0.096
C 2.60883 2.21848 3.62736 -0.078
C 2.44922 2.07125 2.25582 -0.028
H 5.68453 1.86373 1.32446 0.114
H 5.98886 2.08701 3.79042 0.096
H 4.00651 2.32511 5.25208 0.096
H 1.73847 2.32809 4.26341 0.099
H 1.45705 2.07114 1.81941 0.075
N -3.13487 6.98865 0.95307 0.121
C -2.54677 6.03822 0.67644 -0.199
C -1.80837 4.84498 0.32921 -0.254
C -0.41783 4.84892 0.35367 -0.039
C 0.27933 3.69088 0.02814 -0.092
C -0.35871 2.49349 -0.32025 -0.193
C -1.76389 2.54080 -0.33384 -0.134
C -2.48770 3.67791 -0.02423 -0.043
H 0.10641 5.75680 0.62847 0.110
H 1.36386 3.72575 0.05844 0.093
H -2.32199 1.63561 -0.56623 0.100
H -3.57096 3.66997 -0.02633 0.113
```

Values from the calculation:
* largest force on an atom: 0.4 eV/Å
* orbital gap: 6.0 eV
* HOMO level: -4.77 eV
* relative energy (zero: lowest compared OMol25 entry of this formula, charge and spin): 2.4 kcal/mol
* total charge: -1


Record 6
The following is a DFT calculation (ωB97M-V with the def2-TZVPD basis set) of a 2-piece molecular cluster, C9H14O overall in a non-equilibrium geometry.

```
24
Properties=species:S:1:pos:R:3:nbo_charge:R:1
C -0.06498 -2.36601 2.41818 -0.639
C -0.18831 -1.12756 1.56777 -0.016
C 0.77039 -0.09375 1.57449 -0.214
C 0.42181 1.16912 1.20633 -0.224
C -0.95223 1.32211 0.73060 0.278
O -1.14376 2.61100 0.31974 -0.693
C -1.78857 0.26627 0.66726 -0.276
C -1.40812 -1.03698 0.94025 -0.208
H 0.23544 -3.31078 1.89563 0.218
H -1.11734 -2.56422 2.82612 0.215
H 0.63424 -2.27841 3.27952 0.221
H 1.75568 -0.38127 1.90740 0.209
H 1.12387 1.94029 1.31172 0.222
H -1.23311 2.64879 -0.59114 0.477
H -2.73880 0.34934 0.12126 0.215
H -1.91865 -1.95076 0.93766 0.216
C 0.68276 -0.05948 -2.75977 -0.632
C 1.27913 1.26440 -2.56453 -0.619
H 0.14673 -0.53468 -1.86966 0.210
H -0.03174 -0.07010 -3.54224 0.206
H 1.32254 -0.83570 -2.97641 0.209
H 0.97359 2.05660 -3.35188 0.209
H 2.40004 1.20797 -2.44697 0.215
H 0.83938 1.77379 -1.60135 0.201
```

Values from the calculation:
* largest force on an atom: 4.7 eV/Å
* orbital gap: 9.3 eV
* HOMO level: -8.43 eV
* relative energy (zero: lowest compared OMol25 entry of this formula, charge and spin): 46.0 kcal/mol